23
Properties=species:S:1:pos:R:3:lowdin_charge:R:1 method="wB97M-V/def2-TZVPD" e_tot_ev=-67328.990 spin_multiplicity=5 orbital_gap_ev="5.413 / 6.877" charge=+2
H 0.702 -2.058 -0.288 0.070
Cr -2.517 -0.041 1.378 1.246
B -2.383 -0.784 -3.567 -0.359
H 2.377 -1.395 -0.042 0.105
C 1.749 2.815 2.110 -0.035
O -0.637 -0.621 1.707 -0.480
H -3.310 -0.272 -3.079 -0.010
S 0.817 -0.917 1.743 0.700
H -1.945 -0.258 -4.492 0.009
Cl -2.554 -2.098 -0.292 0.130
O 1.553 0.444 2.112 -0.208
H 2.037 3.724 1.587 0.098
H 0.980 3.026 2.848 0.086
H 2.144 1.577 0.451 0.134
H -2.689 -1.877 -3.814 -0.098
H 0.410 1.729 0.837 0.112
C 1.411 1.583 1.258 -0.265
H 1.009 -0.361 -0.580 0.077
H -1.538 -0.872 -2.756 -0.058
O 1.287 -1.921 2.633 -0.163
Mg -2.895 -2.734 -2.384 0.873
C 1.310 -1.212 0.029 -0.061
H 2.682 2.522 2.603 0.099